(1)
ORCA calculation (ωB97M-V with the def2-TZVPD basis set) on a structure of composition C37H40MnOP2 in a non-equilibrium geometry.

The geometry in XYZ format:
```
81
Properties=species:S:1:pos:R:3:lowdin_spin:R:1
Mn -5.5938 -0.5074 -2.4732 3.974
C 0.0834 0.7157 -1.8593 0.000
C -0.6292 0.4336 -2.9651 0.001
C -0.1777 -0.6044 -3.9615 0.000
C -0.8749 -1.9613 -3.8033 0.001
C -0.9234 -2.4741 -2.3872 0.000
C -0.0080 -2.3091 -1.4298 0.000
C 1.3098 -1.5871 -1.5487 0.000
C 1.2408 -0.0424 -1.3054 0.000
C -2.7861 -1.1564 0.7712 0.001
H -0.0761 1.6802 -1.3625 0.000
H -1.2430 1.2400 -3.3842 0.001
H 0.9073 -0.7509 -3.8666 0.000
H -0.3873 -0.2382 -4.9845 0.000
H -1.8990 -1.9039 -4.2120 0.001
H -0.3514 -2.6987 -4.4396 0.000
H -1.8167 -3.0870 -2.1845 0.000
H -0.1709 -2.7725 -0.4539 0.000
H 1.8594 -1.8260 -2.4639 0.000
H 1.9484 -1.9632 -0.7409 0.000
H 1.2481 0.1276 -0.2093 0.000
H 2.1858 0.3997 -1.6884 0.000
H -1.7821 -1.5899 0.6641 0.000
H -3.5019 -1.8034 0.2599 0.002
H -3.0187 -1.1050 1.8517 0.000
P -7.1498 -1.2179 -4.0379 0.104
P -7.0428 -3.8929 -2.9930 0.035
C -6.6732 -2.4978 -5.2181 0.015
C -6.6551 -3.7648 -4.7559 0.004
C -8.6326 -0.5466 -4.9549 0.023
C -8.7609 -0.6442 -6.3481 0.008
C -9.8342 -0.0395 -7.0136 0.002
C -10.8177 0.6377 -6.2827 0.005
C -10.7291 0.6913 -4.8840 0.003
C -9.6522 0.0916 -4.2240 0.007
C -5.7106 -0.2410 -4.6282 0.129
C -4.4073 -0.7542 -4.1420 0.167
C -3.5450 0.2501 -3.6182 0.065
C -3.6990 1.5819 -3.9648 0.118
C -4.8703 2.0217 -4.5584 0.156
C -5.9377 1.1487 -4.7506 0.079
C -8.4031 -5.1909 -3.2426 0.007
C -9.5985 -4.7820 -3.8685 0.002
C -10.6131 -5.7060 -4.1391 0.000
C -10.4521 -7.0523 -3.7851 0.002
C -9.2698 -7.4657 -3.1634 0.000
C -8.2527 -6.5392 -2.8935 0.003
C -5.6281 -4.9553 -2.4820 0.007
C -5.5658 -5.2576 -1.1089 0.001
C -4.5661 -6.0967 -0.6220 0.000
C -3.6132 -6.6333 -1.4981 0.000
C -3.6580 -6.3145 -2.8580 0.000
C -4.6519 -5.4610 -3.3496 0.001
H -6.3640 -2.1509 -6.2072 0.001
H -6.5206 -4.6594 -5.3747 0.000
H -8.0264 -1.1953 -6.9342 0.002
H -9.9020 -0.0996 -8.1034 0.000
H -11.6512 1.1158 -6.8015 0.000
H -11.5058 1.2039 -4.3105 0.000
H -9.5945 0.1188 -3.1348 0.002
H -4.2129 -1.8216 -3.9169 0.037
H -2.6576 -0.0692 -3.0657 0.000
H -2.8785 2.2676 -3.7884 0.005
H -4.9120 3.0353 -4.9471 0.009
H -6.9083 1.5081 -5.0641 0.002
H -9.7278 -3.7375 -4.1632 0.000
H -11.5331 -5.3800 -4.6292 0.000
H -11.2445 -7.7736 -3.9950 0.000
H -9.1323 -8.5136 -2.8886 0.000
H -7.3302 -6.8840 -2.4244 0.000
H -6.3189 -4.8450 -0.4350 0.000
H -4.5392 -6.3397 0.4404 0.000
H -2.8384 -7.3000 -1.1178 0.000
H -2.9215 -6.7341 -3.5459 0.000
H -4.6679 -5.2149 -4.4109 0.000
C -1.8900 1.1372 0.9909 0.000
C -2.8323 0.2419 0.2427 0.000
O -3.5750 0.6182 -0.6825 0.015
H -0.8711 1.0177 0.5964 0.000
H -1.8839 0.8460 2.0511 0.000
H -2.1877 2.1827 0.8763 0.000
```

Computed properties:
⟨S²⟩ = 8.84
E_HOMO (alpha / beta) = -3.8034 / -5.6607 eV
Energy above the lowest of the compared OMol25 structures with the same formula, charge and spin = 0.00 kcal per mole
Energy = -3342.54663 hartree
Orbital gap (alpha / beta) = 3.8 / 5.6 eV
Spin multiplicity = 6



(2)
ORCA calculation (ωB97M-V with the def2-TZVPD basis set) on a structure of composition C16H16FN6O5OsTe.

The geometry in XYZ format:
```
46
Properties=species:S:1:pos:R:3:lowdin_spin:R:1
Os -0.2069 0.5974 0.2937 2.785
O 5.8892 0.6705 0.0635 0.011
C 4.5640 0.6745 0.1803 0.016
C 3.8965 0.1388 1.2945 -0.001
C 2.5228 0.2231 1.3114 0.018
N 1.8752 0.8024 0.3113 0.021
C 2.4706 1.2305 -0.7962 0.016
C 3.8401 1.2081 -0.8997 -0.002
C 1.4600 1.6099 -1.8761 0.014
O 1.7636 2.1266 -2.9074 0.027
O 0.2057 1.3086 -1.5220 0.167
C 1.5675 -0.4068 2.3189 0.018
O 1.9239 -1.1089 3.2158 0.027
O 0.2875 -0.0978 2.0636 0.185
H 6.3214 0.2828 0.8354 0.000
H 4.4258 -0.3443 2.1052 0.000
H 4.3448 1.5615 -1.7872 0.000
C -3.3756 2.7018 1.2315 0.024
Te -1.4315 3.2796 0.5964 0.244
C -2.0010 3.5064 -1.4365 0.024
H -3.7365 1.9154 0.5738 0.001
H -4.0223 3.5738 1.1958 0.005
H -3.3116 2.3314 2.2515 0.000
H -2.6206 4.3956 -1.5087 0.006
H -2.5495 2.6213 -1.7494 0.001
H -1.1027 3.6145 -2.0375 0.001
N 1.6679 -4.3958 1.0666 0.000
N 1.5819 -3.3773 0.1369 0.000
N 2.4471 -3.2264 -0.8365 0.004
C 1.9055 -2.2137 -1.5064 0.005
N 0.7837 -1.7752 -0.9279 0.047
N 0.5899 -2.5409 0.1285 0.006
H 2.6067 -4.7764 1.0030 0.000
H 1.5130 -3.9954 1.9886 0.000
H 2.3273 -1.8057 -2.4074 0.000
F -5.7126 -1.9066 -0.4864 0.027
C -4.5050 -1.3701 -0.3171 0.073
C -3.9921 -1.2770 0.9687 -0.003
C -2.7375 -0.7246 1.1339 0.083
C -2.0066 -0.2436 0.0318 0.076
C -2.5530 -0.3917 -1.2553 0.075
C -3.8060 -0.9432 -1.4368 -0.004
H -4.5712 -1.6499 1.8019 -0.001
H -2.3112 -0.6705 2.1291 0.003
H -1.9826 -0.0705 -2.1200 0.002
H -4.2455 -1.0625 -2.4171 -0.001
```

Computed properties:
⟨S²⟩ = 6.03
E_HOMO (alpha / beta) = -10.8906 / -12.1303 eV
Total charge = +1
Energy = -1782.28341 hartree
Orbital gap (alpha / beta) = 7.3 / 6.8 eV
Spin multiplicity = 5



(3)
ORCA calculation (ωB97M-V with the def2-TZVPD basis set) on the molecule C9H12N2S in a non-equilibrium geometry.

The geometry in XYZ format:
```
24
Properties=species:S:1:pos:R:3:nbo_charge:R:1
C -1.9806 0.8494 0.3389 -0.295
C -1.0986 -2.5997 -0.0082 0.234
C -1.2984 -0.4374 0.1857 0.266
C 0.0875 -0.6887 0.0052 -0.092
C 1.0102 0.3820 -0.0678 -0.374
C -1.5611 2.2456 0.0431 -0.407
C -2.7100 1.6094 -0.7527 -0.408
C 1.3048 -3.0021 -0.1330 -0.399
C 3.1115 1.8443 0.4119 -0.759
N -2.0266 -1.6294 0.1452 -0.473
N 0.1529 -2.1121 -0.0794 -0.321
S 2.5903 0.2217 -0.2289 0.405
H -2.4563 0.9052 1.2963 0.234
H -1.2415 -3.6147 -0.0983 0.188
H -1.6698 3.1189 0.7813 0.226
H -0.6464 2.1908 -0.6285 0.236
H -2.6065 1.4253 -1.8457 0.218
H -3.6759 2.0494 -0.6435 0.211
H 1.1254 -3.9746 -0.5091 0.216
H 2.0354 -2.3431 -0.6365 0.218
H 1.6736 -3.1177 0.7993 0.200
H 2.4517 2.6427 0.1785 0.239
H 4.0937 2.1585 -0.0506 0.213
H 3.3344 1.8764 1.4971 0.225
```

Computed properties:
E_HOMO = -7.7493 eV
Energy above the lowest of the compared OMol25 structures with the same formula, charge and spin = 97.07 kcal per mole
Energy = -857.68443 hartree
Orbital gap = 7.7 eV



(4)
ORCA calculation (ωB97M-V with the def2-TZVPD basis set) on a cluster of 2 separate species, CH5N2S in total in a non-equilibrium geometry.

The geometry in XYZ format:
```
9
Properties=species:S:1:pos:R:3:lowdin_spin:R:1
C 0.0939 -0.1379 0.3621 0.091
N -0.4620 -0.0758 1.5264 0.068
N -0.4085 0.0645 -0.7870 0.344
S 0.2805 -0.1385 -2.3962 1.387
H 1.6170 -0.1760 0.4721 0.027
H -0.0021 0.4636 2.2703 0.006
H -1.4044 0.1999 1.4410 0.004
H -1.4091 -0.0498 -0.7724 0.003
H 1.6946 -0.1500 -2.1162 0.070
```

Computed properties:
⟨S²⟩ = 2.01
E_HOMO (alpha / beta) = -10.7829 / -16.7152 eV
Energy above the lowest of the compared OMol25 structures with the same formula, charge and spin = 81.22 kcal per mole
Total charge = +1
Energy = -548.30935 hartree
Orbital gap (alpha / beta) = 6.7 / 9.2 eV
Spin multiplicity = 3



> Among the records above, which one has the highest energy?

CH5N2S